One molecule with the formula C2H3NOS2 at a distorted geometry, computed with ωB97M-V/def2-TZVPD.

**Kohn-Sham gap**: 9.27 eV
**Energy above the lowest of the compared OMol25 structures with the same formula, charge and spin**: 5.8 kcal per mole
**E**: -1004.37829 Eh
**SMILES**: O=C1NSCS1

CARTESIAN COORDINATES (ANGSTROEM)
O  -2.41  -0.79  -0.20
C  -1.27  -0.41  -0.16
N  -0.17  -1.22  0.06
S  1.39  -0.63  -0.39
C  0.94  1.04  0.15
S  -0.78  1.32  -0.33
H  -0.34  -2.21  -0.02
H  1.07  1.15  1.24
H  1.57  1.75  -0.35

=====

C27H32N5O2Zn as an isolated structure, computed with ωB97M-V/def2-TZVPD.

**Kohn-Sham gap (spin up / spin down)**: 3.99 / 3.93 eV
**E**: -3251.70186 Eh
**Net charge**: -1

CARTESIAN COORDINATES (ANGSTROEM)
Zn  0.13  -0.33  0.12
C  2.01  -2.67  0.25
N  2.29  -1.28  -0.14
C  3.23  -0.65  0.75
C  3.16  0.85  0.63
C  4.27  1.66  0.90
C  4.15  3.02  0.74
C  2.95  3.56  0.31
C  1.90  2.68  0.08
N  2.00  1.37  0.26
C  2.62  -1.12  -1.55
C  1.41  -1.42  -2.42
C  1.58  -1.81  -3.71
C  0.45  -2.04  -4.56
C  -0.81  -1.98  -3.90
C  -0.90  -1.61  -2.59
N  0.18  -1.24  -1.80
C  1.24  -2.67  1.54
C  1.48  -3.56  2.54
C  0.68  -3.58  3.71
C  -0.38  -2.64  3.74
C  -0.57  -1.76  2.72
N  0.25  -1.70  1.60
H  2.93  -3.26  0.34
H  1.40  -3.10  -0.55
H  4.26  -0.98  0.58
H  2.96  -0.94  1.77
H  5.20  1.20  1.21
H  5.00  3.67  0.93
H  2.82  4.62  0.15
H  0.93  3.05  -0.25
H  3.47  -1.75  -1.85
H  2.92  -0.08  -1.70
H  2.59  -1.94  -4.08
H  0.56  -2.34  -5.59
H  -1.72  -2.26  -4.42
H  -1.86  -1.67  -2.09
H  2.29  -4.27  2.41
H  0.85  -4.29  4.51
H  -1.08  -2.61  4.58
H  -1.40  -1.07  2.73
C  -2.09  3.41  1.02
C  -1.77  1.94  1.33
C  -3.05  1.30  1.89
C  -0.72  1.89  2.44
C  -1.26  1.22  0.05
H  -2.50  3.92  1.90
H  -2.80  3.50  0.20
H  -1.18  3.95  0.72
H  -3.32  1.79  2.83
H  -2.91  0.24  2.08
H  -3.89  1.41  1.21
H  -1.09  2.40  3.34
H  0.20  2.40  2.14
H  -0.46  0.87  2.70
H  -0.74  1.97  -0.55
O  -2.28  2.73  -2.21
C  -2.71  1.63  -1.96
C  -3.67  0.83  -2.81
C  -4.11  -0.31  -1.90
C  -3.08  -0.33  -0.80
O  -2.90  -1.22  0.00
N  -2.36  0.87  -0.85
H  -3.09  0.47  -3.66
H  -4.47  1.47  -3.18
H  -4.16  -1.29  -2.38
H  -5.08  -0.11  -1.43